Formula: C18H12ClN3OS
Source: the Open Molecules 2025 dataset
Level of theory: wB97M-V/def2-TZVPD

## Properties
Kohn-Sham gap ... 8.19 eV
HOMO level ... -7.95 eV
ΔE to the lowest compared entry with this formula, charge and spin ... 0.0 kJ/mol
Lowest unoccupied orbital energy ... 0.24 eV
SMILES ... O=C(Nc1c(-c2cccs2)nc2ccccn12)c1ccc(Cl)cc1

Bonds (Å) are listed after each position.
Atoms and positions in Å:
1 O -1.2722 2.7765 -1.8125  C2 1.213
2 C -0.7747 1.8751 -1.1710  O1 1.213, N3 1.366, C26 1.490
3 N -1.4166 0.6764 -1.0397  C2 1.366, C4 1.393, H25 1.014
4 C -1.0726 -0.3779 -0.1976  N3 1.393, C5 1.394, N12 1.368
5 C -0.8266 -1.7229 -0.4714  C4 1.394, N6 1.354, C17 1.434
6 N -0.5701 -2.3930 0.6770  C5 1.354, C7 1.317
7 C -0.6424 -1.5116 1.6525  N6 1.317, C8 1.402, N12 1.399
8 C -0.4454 -1.6703 3.0317  C7 1.402, C9 1.366, H16 1.077
9 C -0.5815 -0.5856 3.8510  C8 1.366, C10 1.411, H15 1.078
10 C -0.9285 0.6733 3.3164  C9 1.411, C11 1.360, H14 1.077
11 C -1.1176 0.8263 1.9782  C10 1.360, N12 1.355, H13 1.079
12 N -0.9675 -0.2436 1.1601  C4 1.368, C7 1.399, C11 1.355
13 H -1.3930 1.7635 1.5207  C11 1.079
14 H -1.0483 1.5215 3.9690  C10 1.077
15 H -0.4336 -0.6828 4.9146  C9 1.078
16 H -0.1914 -2.6499 3.4005  C8 1.077
17 C -0.7998 -2.3731 -1.7494  C5 1.434, C18 1.371, S21 1.734
18 C -0.8358 -1.8132 -3.0004  C17 1.371, C19 1.407, H24 1.075
19 C -0.7666 -2.7721 -4.0278  C18 1.407, C20 1.360, H23 1.075
20 C -0.6840 -4.0433 -3.5511  C19 1.360, S21 1.717, H22 1.072
21 S -0.6802 -4.1006 -1.8347  C17 1.734, C20 1.717
22 H -0.6160 -4.9559 -4.1089  C20 1.072
23 H -0.7729 -2.5241 -5.0738  C19 1.075
24 H -0.8920 -0.7542 -3.1757  C18 1.075
25 H -2.2767 0.5951 -1.5711  N3 1.014
26 C 0.5375 2.0035 -0.4764  C2 1.490, C27 1.391, C31 1.392
27 C 1.4956 0.9953 -0.4918  C26 1.391, C28 1.383, H36 1.079
28 C 2.7003 1.1715 0.1638  C27 1.383, C29 1.387, H35 1.078
29 C 2.9429 2.3582 0.8393  C28 1.387, C30 1.387, Cl34 1.726
30 C 2.0107 3.3851 0.8345  C29 1.387, C31 1.381, H33 1.079
31 C 0.8167 3.2070 0.1644  C26 1.392, C30 1.381, H32 1.080
32 H 0.0833 3.9985 0.1262  C31 1.080
33 H 2.2224 4.3113 1.3454  C30 1.079
34 Cl 4.4310 2.5638 1.6890  C29 1.726
35 H 3.4484 0.3948 0.1501  C28 1.078
36 H 1.3173 0.0778 -1.0312  C27 1.079

Formula: C47H102NO29S10
Source: the Open Molecules 2025 dataset
Level of theory: wB97M-V/def2-TZVPD

## Properties
Kohn-Sham gap ... 3.77 eV
HOMO level ... -2.71 eV
Lowest unoccupied orbital energy ... 1.06 eV
Total charge ... -1

Bonds (Å) are listed after each position.
Atoms and positions in Å:
1 C -2.2875 0.8543 0.8704  C2 1.535, H12 1.090, H13 1.090, H14 1.090
2 C -0.8442 0.5470 1.2923  C1 1.535, C3 1.564, N7 1.534, C11 1.566
3 C -0.9223 -0.7532 2.1578  C2 1.564, C4 1.510, H15 1.090, H16 1.090
4 C -1.2034 -1.9890 1.3373  C3 1.510, C5 1.499, H17 1.090, H18 1.090
5 C -0.2430 -2.1569 0.1986  C4 1.499, C6 1.560, H19 1.090, H20 1.090
6 C 0.0952 -0.8683 -0.6130  C5 1.560, N7 1.473, C9 1.580, C10 1.591
7 N 0.2582 0.3129 0.2523  C2 1.534, C6 1.473, O8 1.513
8 O 0.6079 1.5784 -0.4994  N7 1.513
9 C -1.0362 -0.7117 -1.7048  C6 1.580, H21 1.090, H22 1.090, H23 1.090
10 C 1.4053 -1.0994 -1.4851  C6 1.591, H24 1.090, H25 1.090, H26 1.090
11 C -0.4030 1.6474 2.3159  C2 1.566, H27 1.090, H28 1.090, H29 1.090
12 H -2.8507 1.0554 1.7818  C1 1.090
13 H -2.9099 0.1157 0.3652  C1 1.090
14 H -2.2709 1.7542 0.2556  C1 1.090
15 H -1.7399 -0.7153 2.8776  C3 1.090
16 H -0.0800 -0.8884 2.8363  C3 1.090
17 H -2.2417 -1.8822 1.0231  C4 1.090
18 H -1.2860 -2.8734 1.9690  C4 1.090
19 H -0.6676 -2.7919 -0.5790  C5 1.090
20 H 0.7251 -2.5097 0.5541  C5 1.090
21 H -2.0842 -0.6857 -1.4061  C9 1.090
22 H -0.9391 -1.4262 -2.5221  C9 1.090
23 H -0.9536 0.2589 -2.1938  C9 1.090
24 H 2.3066 -0.9464 -0.8916  C10 1.090
25 H 1.3404 -0.3863 -2.3069  C10 1.090
26 H 1.5055 -2.0795 -1.9514  C10 1.090
27 H -0.9000 2.6136 2.2298  C11 1.090
28 H 0.6783 1.7760 2.2677  C11 1.090
29 H -0.6171 1.3146 3.3316  C11 1.090
30 C -1.0409 -8.2878 4.5652  C31 1.552, O35 1.432, H36 1.090, H37 1.090
31 C 0.3066 -8.2395 3.7965  C30 1.552, O32 1.379, H38 1.090, H39 1.090
32 O 1.1083 -7.6378 4.7436  C31 1.379, C33 1.282
33 C 0.5733 -7.3791 5.8800  O32 1.282, O34 1.240, O35 1.363
34 O 1.1246 -6.8324 6.8463  C33 1.240
35 O -0.7742 -7.5461 5.7607  C30 1.432, C33 1.363
36 H -1.3898 -9.3158 4.6637  C30 1.090
37 H -1.7992 -7.8125 3.9430  C30 1.090
38 H 0.3296 -7.6056 2.9100  C31 1.090
39 H 0.5936 -9.2292 3.4413  C31 1.090
40 C 5.8137 -0.9681 3.6460  C41 1.568, O45 1.415, H46 1.090, H47 1.090
41 C 5.2610 -2.4223 3.8463  C40 1.568, O42 1.378, H48 1.090, H49 1.090
42 O 6.4208 -3.1499 4.0001  C41 1.378, C43 1.399
43 C 7.4742 -2.4348 3.4213  O42 1.399, O44 1.201, O45 1.341
44 O 8.5521 -2.9365 3.2503  C43 1.201
45 O 7.0487 -1.2318 3.0084  C40 1.415, C43 1.341
46 H 5.9065 -0.5222 4.6363  C40 1.090
47 H 5.1483 -0.3456 3.0479  C40 1.090
48 H 4.8380 -2.9012 2.9632  C41 1.090
49 H 4.5183 -2.5166 4.6385  C41 1.090
50 C 5.4430 -7.9858 -0.7368  C51 1.551, O55 1.423, H56 1.090, H57 1.090
51 C 6.8737 -8.3315 -1.2252  C50 1.551, O52 1.386, H58 1.090, H59 1.090
52 O 6.6736 -9.4713 -1.9881  C51 1.386, C53 1.289
53 C 5.4914 -9.9796 -1.9081  O52 1.289, O54 1.213, O55 1.374
54 O 5.1337 -11.0259 -2.4070  C53 1.213
55 O 4.6918 -9.0862 -1.2361  C50 1.423, C53 1.374
56 H 5.0691 -7.0384 -1.1250  C50 1.090
57 H 5.4002 -7.9954 0.3523  C50 1.090
58 H 7.5441 -8.3959 -0.3682  C51 1.090
59 H 7.2720 -7.4674 -1.7569  C51 1.090
60 C -1.6850 7.5537 -1.2512  C61 1.496, O65 1.473, H66 1.090, H67 1.090
61 C -2.0244 7.1385 -2.6473  C60 1.496, O62 1.447, H68 1.090, H69 1.090
62 O -1.4825 8.1611 -3.5154  C61 1.447, C63 1.307
63 C -0.7890 9.0368 -2.8373  O62 1.307, O64 1.206, O65 1.402
64 O -0.1238 9.9105 -3.3366  C63 1.206
65 O -0.8082 8.7167 -1.4728  C60 1.473, C63 1.402
66 H -1.2521 6.6443 -0.8343  C60 1.090
67 H -2.5295 7.9050 -0.6583  C60 1.090
68 H -3.0973 6.9988 -2.7796  C61 1.090
69 H -1.5091 6.1948 -2.8261  C61 1.090
70 C 4.0907 6.8246 10.1213  C71 1.505, O75 1.389, H76 1.090, H77 1.090
71 C 4.5910 5.5862 10.8153  C70 1.505, O72 1.414, H78 1.090, H79 1.090
72 O 3.5999 4.6663 10.4015  C71 1.414, C73 1.327
73 C 2.5866 5.2365 9.7629  O72 1.327, O74 1.254, O75 1.286
74 O 1.5650 4.6149 9.3860  C73 1.254
75 O 2.9262 6.4410 9.4682  C70 1.389, C73 1.286
76 H 4.8523 7.0416 9.3723  C70 1.090
77 H 3.9150 7.6278 10.8368  C70 1.090
78 H 4.4954 5.6309 11.9002  C71 1.090
79 H 5.5133 5.2049 10.3772  C71 1.090
80 C 4.2544 5.7612 -7.2912  C81 1.540, O85 1.379, H86 1.090, H87 1.090
81 C 4.0225 6.0511 -5.7962  C80 1.540, O82 1.421, H88 1.090, H89 1.090
82 O 4.7030 7.2852 -5.6109  C81 1.421, C83 1.367
83 C 5.1233 7.8277 -6.7927  O82 1.367, O84 1.251, O85 1.332
84 O 5.7265 8.9098 -6.9668  C83 1.251
85 O 4.7974 6.9480 -7.7376  C80 1.379, C83 1.332
86 H 3.3170 5.4743 -7.7676  C80 1.090
87 H 5.0311 5.0052 -7.4070  C80 1.090
88 H 4.5602 5.2802 -5.2441  C81 1.090
89 H 2.9841 5.9767 -5.4733  C81 1.090
90 C -6.2848 -3.1228 -9.3663  S91 1.872, H94 1.090, H95 1.090, H96 1.090
91 S -7.5085 -2.4687 -8.1099  C90 1.872, O92 1.581, C93 1.855
92 O -7.6554 -3.7093 -7.1417  S91 1.581
93 C -6.3622 -1.2238 -7.3504  S91 1.855, H97 1.090, H98 1.090, H99 1.090
94 H -6.2528 -2.3291 -10.1126  C90 1.090
95 H -6.6593 -3.9775 -9.9296  C90 1.090
96 H -5.3764 -3.4424 -8.8555  C90 1.090
97 H -5.4364 -1.1380 -7.9193  C93 1.090
98 H -6.0851 -1.3480 -6.3036  C93 1.090
99 H -6.9011 -0.2772 -7.3901  C93 1.090
100 C -6.1412 9.1918 5.9833  S101 1.829, H104 1.090, H105 1.090, H106 1.090
101 S -4.4628 9.8539 5.6833  C100 1.829, O102 1.516, C103 1.848
102 O -4.3887 10.9526 6.7255  S101 1.516
103 C -3.4332 8.5062 6.4175  S101 1.848, H107 1.090, H108 1.090, H109 1.090
104 H -6.8794 9.8698 5.5551  C100 1.090
105 H -6.3229 9.0305 7.0458  C100 1.090
106 H -6.3927 8.2344 5.5269  C100 1.090
107 H -2.3808 8.5468 6.1366  C103 1.090
108 H -3.9242 7.5627 6.1791  C103 1.090
109 H -3.4405 8.5509 7.5065  C103 1.090
110 C -2.0991 0.4350 12.6199  S111 1.829, H114 1.090, H115 1.090, H116 1.090
111 S -1.3684 -1.1268 12.0088  C110 1.829, O112 1.549, C113 1.811
112 O -1.7064 -2.3477 12.9010  S111 1.549
113 C -2.3108 -1.3000 10.4725  S111 1.811, H117 1.090, H118 1.090, H119 1.090
114 H -1.8782 1.1348 11.8139  C110 1.090
115 H -1.5584 0.6364 13.5447  C110 1.090
116 H -3.1809 0.4448 12.7528  C110 1.090
117 H -2.1039 -2.2845 10.0530  C113 1.090
118 H -2.0979 -0.5181 9.7435  C113 1.090
119 H -3.3628 -1.1888 10.7352  C113 1.090
120 C 4.8461 -7.1220 -9.4186  S121 1.913, H124 1.090, H125 1.090, H126 1.090
121 S 4.4469 -5.9081 -7.9952  C120 1.913, O122 1.498, C123 1.846
122 O 5.5739 -5.7512 -7.0212  S121 1.498
123 C 4.4192 -4.4118 -9.0760  S121 1.846, H127 1.090, H128 1.090, H129 1.090
124 H 4.0460 -7.1941 -10.1552  C120 1.090
125 H 4.8274 -8.0950 -8.9276  C120 1.090
126 H 5.8426 -6.8744 -9.7845  C120 1.090
127 H 5.3643 -4.2972 -9.6068  C123 1.090
128 H 4.4227 -3.4961 -8.4848  C123 1.090
129 H 3.5224 -4.5316 -9.6838  C123 1.090
130 C -9.8581 3.0084 -3.1736  S131 1.845, H134 1.090, H135 1.090, H136 1.090
131 S -8.3432 2.9819 -2.1201  C130 1.845, O132 1.533, C133 1.849
132 O -7.0764 3.1889 -2.9577  S131 1.533
133 C -8.5591 4.5399 -1.1489  S131 1.849, H137 1.090, H138 1.090, H139 1.090
134 H -9.7679 3.8133 -3.9030  C130 1.090
135 H -10.7145 3.2525 -2.5450  C130 1.090
136 H -9.9518 2.0735 -3.7263  C130 1.090
137 H -8.2461 5.3997 -1.7412  C133 1.090
138 H -7.8318 4.5140 -0.3374  C133 1.090
139 H -9.6202 4.6156 -0.9115  C133 1.090
140 C -0.7244 1.3260 -9.8324  S141 1.913, H144 1.090, H145 1.090, H146 1.090
141 S -2.1541 2.5464 -10.1883  C140 1.913, O142 1.508, C143 1.865
142 O -1.4724 3.5118 -11.1256  S141 1.508
143 C -2.2832 3.4048 -8.5375  S141 1.865, H147 1.090, H148 1.090, H149 1.090
144 H -0.3612 0.8139 -10.7235  C140 1.090
145 H -1.0020 0.6076 -9.0612  C140 1.090
146 H 0.0943 1.9123 -9.4151  C140 1.090
147 H -2.7718 4.3707 -8.6652  C143 1.090
148 H -1.2922 3.5635 -8.1122  C143 1.090
149 H -2.8523 2.8403 -7.7988  C143 1.090
150 C -4.2353 -8.2549 -3.3831  S151 1.876, H154 1.090, H155 1.090, H156 1.090
151 S -4.1603 -7.7467 -1.5786  C150 1.876, O152 1.531, C153 1.852
152 O -4.3838 -9.0531 -0.8116  S151 1.531
153 C -5.6783 -6.6870 -1.6223  S151 1.852, H157 1.090, H158 1.090, H159 1.090
154 H -3.5335 -9.0448 -3.6507  C150 1.090
155 H -3.9954 -7.4273 -4.0506  C150 1.090
156 H -5.2865 -8.4228 -3.6175  C150 1.090
157 H -5.9935 -6.2512 -0.6742  C153 1.090
158 H -6.4155 -7.4148 -1.9612  C153 1.090
159 H -5.4899 -5.8419 -2.2844  C153 1.090
160 C 6.7929 5.2461 1.7256  S161 1.796, H164 1.090, H165 1.090, H166 1.090
161 S 5.8748 5.6311 3.2208  C160 1.796, O162 1.535, C163 1.790
162 O 6.7651 6.2708 4.2953  S161 1.535
163 C 4.7852 6.8741 2.5351  S161 1.790, H167 1.090, H168 1.090, H169 1.090
164 H 6.0725 4.7974 1.0414  C160 1.090
165 H 7.7422 4.7263 1.8545  C160 1.090
166 H 7.1100 6.2020 1.3087  C160 1.090
167 H 4.0439 6.3672 1.9175  C163 1.090
168 H 5.1647 7.5347 1.7555  C163 1.090
169 H 4.4434 7.4922 3.3653  C163 1.090
170 C -7.8421 -3.5324 5.7853  S171 1.909, H174 1.090, H175 1.090, H176 1.090
171 S -7.0409 -4.9714 6.7504  C170 1.909, O172 1.550, C173 1.842
172 O -7.8901 -4.8710 8.0431  S171 1.550
173 C -7.7507 -6.4413 5.8973  S171 1.842, H177 1.090, H178 1.090, H179 1.090
174 H -7.2529 -2.6492 5.5383  C170 1.090
175 H -8.7268 -3.2008 6.3289  C170 1.090
176 H -8.1910 -3.9537 4.8425  C170 1.090
177 H -8.8302 -6.4012 5.7514  C173 1.090
178 H -7.3876 -7.3332 6.4080  C173 1.090
179 H -7.3924 -6.3893 4.8692  C173 1.090
180 C 8.5552 -0.7174 -6.0249  S181 1.827, H184 1.090, H185 1.090, H186 1.090
181 S 9.8670 0.0035 -4.9772  C180 1.827, O182 1.510, C183 1.868
182 O 11.1029 -0.8343 -5.2040  S181 1.510
183 C 9.1984 -0.3766 -3.2746  S181 1.868, H187 1.090, H188 1.090, H189 1.090
184 H 7.6806 -0.1279 -5.7499  C180 1.090
185 H 8.5026 -1.7864 -5.8183  C180 1.090
186 H 8.7409 -0.6396 -7.0962  C180 1.090
187 H 9.0284 -1.4319 -3.0610  C183 1.090
188 H 8.2416 0.1385 -3.1884  C183 1.090
189 H 9.7934 0.1401 -2.5215  C183 1.090

Formula: C4H10N2O
Source: the Open Molecules 2025 dataset
Level of theory: wB97M-V/def2-TZVPD

## Properties
Kohn-Sham gap ... 9.70 eV
HOMO level ... -9.19 eV
ΔE to the lowest compared entry with this formula, charge and spin ... 376.4 kJ/mol
Lowest unoccupied orbital energy ... 0.51 eV
SMILES ... NCC[C@H](N)C=O

Bonds (Å) are listed after each position.
Atoms and positions in Å:
1 O 2.2742 1.6758 0.2048  C2 1.239
2 C 1.5127 1.4434 1.1541  O1 1.239, C3 1.654, H8 1.159
3 C 0.3563 0.3161 0.7972  C2 1.654, C4 1.521, N7 1.426, H9 1.301
4 C -0.1982 0.5419 -0.6012  C3 1.521, C5 1.597, H10 1.116, H11 1.118
5 C -1.1105 -0.6344 -1.1808  C4 1.597, N6 1.522, H12 1.124, H13 1.189
6 N -0.2299 -1.8171 -1.5597  C5 1.522, H14 1.056, H15 1.067
7 N -0.7312 0.1276 1.7003  C3 1.426, H16 0.960, H17 1.115
8 H 1.7525 1.6728 2.2647  C2 1.159
9 H 1.2899 -0.5893 0.7567  C3 1.301
10 H 0.6096 0.7948 -1.3284  C4 1.116
11 H -0.7966 1.4861 -0.5995  C4 1.118
12 H -1.7926 -0.4895 -2.0627  C5 1.124
13 H -1.7241 -0.9847 -0.2243  C5 1.189
14 H -0.3197 -1.6445 -2.5972  N6 1.056
15 H 0.7859 -1.6318 -1.2892  N6 1.067
16 H -0.6580 0.6252 2.5184  N7 0.960
17 H -1.0202 -0.8924 2.0470  N7 1.115

Formula: C3H5O4P
Source: the Open Molecules 2025 dataset
Level of theory: wB97M-V/def2-TZVPD

## Properties
Kohn-Sham gap ... 6.38 eV
HOMO level ... 0.30 eV
ΔE to the lowest compared entry with this formula, charge and spin ... 0.0 kJ/mol
Lowest unoccupied orbital energy ... 6.68 eV
Total charge ... -2
SMILES ... C[C@@H](C=O)P(=O)([O-])[O-]

Bonds (Å) are listed after each position.
Atoms and positions in Å:
1 C 1.0118 1.3586 -0.0435  C3 1.466, O6 1.228, H9 1.166
2 C -1.2787 0.4580 0.3912  C3 1.571, H10 1.159, H11 1.179, H12 1.018
3 C 0.0384 0.3434 -0.4572  C1 1.466, C2 1.571, P8 2.004, H13 1.049
4 O 0.5202 -1.7498 1.2939  P8 1.531
5 O -0.7287 -2.1600 -0.8320  P8 1.485
6 O 1.8971 2.0156 -0.5841  C1 1.228
7 O 1.8547 -1.7269 -0.9963  P8 1.560
8 P 0.5035 -1.5922 -0.2287  C3 2.004, O4 1.531, O5 1.485, O7 1.560
9 H 0.8254 1.4103 1.1065  C1 1.166
10 H -1.0039 -0.4012 1.1192  C2 1.159
11 H -1.4983 1.4889 0.9184  C2 1.179
12 H -2.0359 0.1128 -0.1953  C2 1.018
13 H -0.1053 0.4424 -1.4920  C3 1.049